# C5H10S

A single C5H10S molecule at a distorted geometry (ωB97M-V with the def2-TZVPD basis set, the Open Molecules 2025 dataset).

- HOMO energy: -8.93 eV
- SMILES string: C=CC(C)(C)S
- Total charge: 0
- E: -594.64147 a.u.
- Frontier orbital gap: 0.359 hartree
- F_max: 3.3 eV/Å
- Relative energy (zero: lowest compared OMol25 entry of this formula, charge and spin): 33.6 kcal per mole

Element x y z (Å)
C -1.65 0.61 -1.15
C -0.32 0.72 -0.85
C 0.42 0.15 0.27
C -0.41 -0.82 1.14
C 1.45 -0.79 -0.28
S 1.21 1.54 1.10
H -1.92 1.11 -2.13
H -2.47 0.23 -0.52
H 0.37 1.21 -1.63
H -1.41 -0.47 1.40
H 0.13 -1.08 2.13
H -0.61 -1.72 0.54
H 2.05 -1.36 0.44
H 0.99 -1.43 -0.93
H 2.08 -0.26 -0.94
H 0.12 2.38 1.41

For reference, the Löwdin charges in units of e are: number 1, C, carries 0.019; number 2, C, carries -0.260; number 3, C, carries -0.950; number 4, C, carries -0.106; number 5, C, carries -0.134; number 6, S, carries 0.770; number 7, H, carries 0.070; number 8, H, carries 0.054; number 9, H, carries 0.131; number 10, H, carries 0.063; number 11, H, carries 0.109; number 12, H, carries 0.085; number 13, H, carries 0.105; number 14, H, carries 0.059; number 15, H, carries 0.066; number 16, H, carries -0.081